{
  "formula": "C4H13N3O",
  "method": "ωB97M-V with the def2-TZVPD basis set",
  "gap_ev": [6.40, 8.25],
  "species": ["C", "N", "N", "H", "H", "H", "H", "H", "H", "C", "C", "N", "C", "O", "H", "H", "H", "H", "H", "H", "H"],
  "xyz": [[-0.1777, 2.4770, 0.0621], [-0.3845, 1.1022, -0.3455], [-2.2431, 0.9737, -1.0474], [-0.7759, 0.4960, 0.3695], [-2.1700, 0.9881, -2.0567], [-2.9753, 1.5931, -0.7107], [-0.2405, 3.1470, -0.7992], [0.8439, 2.5474, 0.4475], [-0.8722, 2.8179, 0.8381], [2.3215, -0.8709, 0.6157], [-0.1369, -1.5634, 0.3304], [0.2621, -2.5655, -0.5476], [0.8517, -0.6924, 0.8618], [-1.3822, -1.3488, 0.4429], [-2.3418, 0.0192, -0.6800], [1.1747, -2.9748, -0.4256], [-0.4766, -3.1981, -0.8123], [0.5585, -0.2058, 1.7860], [2.5444, -0.9589, -0.4517], [2.8837, -0.0219, 1.0092], [2.7361, -1.7610, 1.1136]],
  "nbo_charge": [-0.468, -0.471, -0.891, 0.380, 0.384, 0.371, 0.197, 0.220, 0.175, -0.659, 0.581, -0.830, -0.292, -0.741, 0.426, 0.381, 0.394, 0.205, 0.216, 0.221, 0.202]
}

---

{
  "formula": "C28H50AgBFN3O8",
  "method": "ωB97M-V with the def2-TZVPD basis set",
  "gap_ev": 9.34,
  "species": ["Ag", "O", "C", "O", "B", "O", "C", "O", "O", "C", "O", "C", "O", "O", "F", "C", "C", "C", "C", "C", "C", "H", "H", "H", "H", "H", "C", "C", "N", "C", "C", "C", "C", "H", "H", "H", "H", "H", "H", "H", "H", "H", "H", "H", "H", "H", "H", "H", "C", "C", "N", "C", "C", "C", "C", "H", "H", "H", "H", "H", "H", "H", "H", "H", "H", "H", "H", "H", "H", "H", "C", "C", "N", "C", "C", "C", "C", "H", "H", "H", "H", "H", "H", "H", "H", "H", "H", "H", "H", "H", "H", "H"],
  "xyz": [[2.2039, -17.8756, 1.1597], [9.4881, -15.8652, -3.9009], [8.3635, -15.8669, -3.6105], [7.8404, -15.5838, -2.3974], [6.4471, -15.7283, -2.2842], [5.9882, -16.2049, -3.6038], [7.0650, -16.4261, -4.3816], [7.0584, -17.0404, -5.3860], [5.6981, -14.5088, -1.8725], [4.7677, -14.8816, -1.0474], [3.8104, -14.1842, -0.7507], [5.1221, -16.3256, -0.5551], [6.1146, -16.7359, -1.2290], [4.4219, -16.9325, 0.2467], [6.4289, -21.4019, -3.1054], [7.1506, -20.8809, -2.0939], [7.2602, -19.5271, -1.8443], [8.0348, -19.0563, -0.7627], [8.6866, -19.9737, 0.0194], [8.6845, -21.3360, -0.3135], [7.9125, -21.8068, -1.3709], [6.7439, -18.8347, -2.5018], [8.0903, -17.9815, -0.5132], [9.2269, -19.6158, 0.9072], [9.2384, -22.0089, 0.3441], [7.8839, -22.8505, -1.6176], [2.2891, -17.2872, -2.1785], [0.8945, -17.5215, -1.6706], [0.5401, -16.8246, -0.4321], [0.7531, -15.3439, -0.5766], [-0.2190, -14.6883, -1.5608], [-0.8099, -17.2409, 0.0215], [-1.1990, -16.5611, 1.3340], [2.5232, -17.8214, -3.1162], [3.0647, -17.6950, -1.4908], [2.4873, -16.2168, -2.3974], [0.2151, -17.2068, -2.4662], [0.6639, -18.6236, -1.4623], [0.7367, -14.7999, 0.3918], [1.7569, -15.1150, -0.9333], [0.0320, -13.6428, -1.7096], [-0.1749, -15.0570, -2.5469], [-1.2007, -14.7099, -1.1535], [-0.7360, -18.3102, 0.1661], [-1.5432, -17.1686, -0.8287], [-0.3556, -16.7085, 1.9997], [-2.0844, -16.9645, 1.8897], [-1.4028, -15.4729, 1.2220], [3.0481, -14.0475, 2.3495], [3.8214, -15.2618, 2.8418], [2.9790, -16.4641, 3.2123], [1.7937, -16.1680, 3.9989], [2.0805, -15.5311, 5.4471], [3.7637, -17.4704, 3.9848], [5.1730, -17.8041, 3.3637], [2.4951, -14.2537, 1.3981], [3.7665, -13.2550, 2.1379], [2.3236, -13.6908, 3.0769], [4.5594, -15.5937, 2.0824], [4.4655, -15.0889, 3.7616], [1.2075, -15.4091, 3.4578], [1.1641, -17.0701, 4.0774], [2.4306, -16.2865, 6.1165], [2.7058, -14.6171, 5.3210], [1.1548, -15.2254, 5.8567], [3.0849, -18.3299, 4.0258], [3.8715, -17.0543, 4.9857], [5.7504, -18.5301, 3.9858], [5.7354, -16.8574, 3.3065], [5.1599, -18.1643, 2.3120], [4.3137, -20.4198, -0.2499], [2.8427, -20.6845, -0.0305], [2.2799, -20.1749, 1.2285], [0.8524, -20.5337, 1.2719], [0.1172, -20.0044, 2.4556], [3.0281, -20.7090, 2.4269], [2.9008, -22.2370, 2.7256], [4.9373, -21.0372, 0.4595], [4.5980, -19.3657, -0.0356], [4.6410, -20.6465, -1.2475], [2.3013, -20.2719, -0.8703], [2.6241, -21.8087, -0.1095], [0.4174, -20.1001, 0.3367], [0.6540, -21.6345, 1.1616], [0.6321, -20.1888, 3.4019], [0.0863, -18.8943, 2.4048], [-0.9278, -20.3519, 2.5022], [2.7631, -20.0945, 3.2366], [4.0630, -20.4677, 2.2467], [1.8533, -22.4634, 3.0886], [3.5817, -22.4439, 3.5525], [3.1811, -22.8962, 1.8678]],
  "lowdin_charge": [0.828, 0.202, -0.351, 0.234, -0.924, 0.206, -0.370, 0.172, 0.257, -0.370, 0.108, -0.390, 0.234, 0.011, 0.057, -0.299, -0.006, -0.066, -0.107, -0.084, -0.015, 0.116, 0.116, 0.107, 0.103, 0.109, -0.072, -0.278, -0.216, -0.225, -0.063, -0.256, -0.082, 0.097, 0.057, 0.090, 0.107, 0.120, 0.105, 0.069, 0.085, 0.057, 0.056, 0.074, 0.132, 0.026, 0.093, 0.081, -0.075, -0.232, -0.229, -0.255, -0.055, -0.232, -0.066, 0.059, 0.085, 0.060, 0.086, 0.128, 0.092, 0.103, 0.049, 0.085, 0.050, 0.084, 0.092, 0.085, 0.063, 0.053, -0.074, -0.266, -0.238, -0.299, -0.092, -0.223, -0.055, 0.096, 0.067, 0.062, 0.095, 0.137, 0.101, 0.130, 0.073, 0.042, 0.096, 0.058, 0.086, 0.084, 0.072, 0.083]
}

---

{
  "formula": "C2H7N3",
  "method": "ωB97M-V with the def2-TZVPD basis set",
  "gap_ev": 9.50,
  "smiles": "C/N=C\\NN",
  "species": ["C", "C", "H", "H", "H", "H", "H", "H", "H", "N", "N", "N"],
  "xyz": [[0.8034, 1.0919, -0.7478], [0.6136, -1.1392, 0.2035], [0.6354, 1.8094, 0.1634], [-0.2732, 0.9274, -1.2270], [1.5147, 1.3914, -1.5234], [1.1033, -2.0048, 0.6350], [-1.1396, -2.0338, 0.4871], [-0.9775, 0.6158, 1.4271], [-1.3623, 0.6394, -0.0496], [1.2413, -0.1723, -0.3221], [-0.7173, -1.1358, 0.2486], [-1.4418, 0.0106, 0.7053]],
  "nbo_charge": [-0.423, 0.263, 0.203, 0.134, 0.218, 0.174, 0.372, 0.336, 0.343, -0.499, -0.489, -0.633]
}